DFT (ωB97M-V with the def2-TZVPD basis set) results for a 2-piece molecular cluster, C5H10O2 overall.

XYZ file:
```
17
Properties=species:S:1:pos:R:3:forces:R:3
C -1.575885 -0.554749 -1.510148 -0.103 -0.028 -0.377
O -1.782715 -0.628823 -0.124476 -0.166 -0.450 0.032
C -0.518661 1.301235 0.702486 0.336 0.499 0.198
C 0.768179 1.175511 0.391872 -0.228 0.382 0.103
C 1.672700 0.246040 1.171978 -0.014 -0.045 0.030
C 1.436278 -0.977402 0.338865 -0.047 -0.424 0.065
O 0.579426 -1.808668 0.563475 0.658 0.142 -0.001
H -2.311429 0.148403 -1.915281 0.099 -0.153 0.009
H -1.723265 -1.535957 -1.975716 0.040 0.125 -0.117
H -0.571878 -0.182576 -1.784002 -0.191 -0.088 0.162
H -1.210578 1.854709 0.078975 0.129 0.040 0.096
H -0.931975 0.860422 1.605556 0.113 0.143 -0.127
H 1.165261 1.581805 -0.536741 -0.067 0.067 0.175
H 2.719944 0.565464 1.157493 -0.175 -0.084 -0.036
H 1.325037 0.101437 2.200649 0.026 0.010 -0.257
H 2.004909 -1.001655 -0.612507 0.016 -0.169 0.076
H -1.045348 -1.145195 0.247520 -0.427 0.034 -0.029
```
Forces are in eV/Å.

The structure (SMILES) is C=CCC=O.CO. The spin multiplicity is 1. For the energy above the lowest of the compared OMol25 structures with the same formula, charge and spin, the calculation gives 65.2 kcal/mol. Its highest occupied orbital energy is -9.244 eV. The max |F| comes out at 0.67 eV/A. The net charge is 0. For the orbital gap, the calculation gives 9.86 eV.